This record from OMol25 describes a cluster of 2 separate species, C8H16O2 in total. The level of theory is ωB97M-V with the def2-TZVPD basis set.

Summary:
ΔE to the lowest compared entry with this formula, charge and spin: 301.00 kJ/mol
maximum force: 4.958 eV/Å
LUMO energy: 0.038 Eh
gap between HOMO and LUMO: 10.65 eV
HOMO: -0.354 Ha
molecular weight: 144.21 u
SMILES: C1CCOC1.C1CCOC1

The geometry in XYZ format:
```
26
Properties=species:S:1:pos:R:3:forces:R:3
O -1.267 -1.214 -5.001 0.813 -0.316 0.093
C -1.653 -1.093 -3.587 -0.766 -0.185 -1.837
C -2.296 -0.899 -5.950 -0.735 0.320 0.521
C -3.197 -1.138 -3.680 0.168 0.645 1.137
C -3.609 -1.064 -5.187 -0.681 -0.609 1.288
H -1.286 -1.929 -2.961 0.212 0.248 -0.822
H -1.228 -0.155 -3.178 -0.386 -0.321 -0.256
H -2.186 0.103 -6.407 0.278 -0.311 0.411
H -2.386 -1.636 -6.771 1.004 0.286 0.375
H -3.573 -2.023 -3.130 0.004 0.461 -0.506
H -3.508 -0.236 -3.119 -0.497 -0.503 -0.371
H -4.418 -0.310 -5.241 0.710 -0.189 -0.602
H -4.023 -2.027 -5.541 -0.125 0.476 0.570
O 3.535 -0.086 4.278 1.049 -1.301 0.103
C 2.171 -0.200 4.618 -0.531 -0.501 0.947
C 4.024 1.247 4.477 -0.206 -0.090 -1.551
C 1.654 1.178 4.489 -3.093 -0.443 -2.597
C 2.780 1.986 4.820 1.100 3.988 2.733
H 1.589 -0.920 4.012 0.883 0.143 0.073
H 2.020 -0.458 5.684 0.401 -0.438 -0.207
H 4.840 1.422 5.204 -0.433 -0.803 -0.155
H 4.384 1.574 3.482 0.156 -0.117 0.439
H 1.473 1.418 3.424 -0.500 -0.542 0.175
H 0.703 1.329 5.035 0.637 0.173 -0.149
H 2.736 2.159 5.912 0.350 0.255 -0.274
H 2.722 2.972 4.321 0.187 -0.324 0.465
```
Positions in Å, forces in eV/Å.

---

This record from OMol25 describes the molecule C8H16O4Se. The level of theory is ωB97M-V with the def2-TZVPD basis set.

Summary:
ΔE to the lowest compared entry with this formula, charge and spin: 269.60 kJ/mol
maximum force: 4.540 eV/Å
LUMO energy (alpha / beta): 0.019 / 0.028 Eh
gap between HOMO and LUMO (alpha / beta): 7.40 / 7.55 eV
HOMO (alpha / beta): -0.253 / -0.250 Ha
molecular weight: 255.17 u

The geometry in XYZ format:
```
29
Properties=species:S:1:pos:R:3:forces:R:3
C -0.538 -0.368 2.003 -2.264 0.703 0.949
C -0.350 1.115 1.587 2.400 -1.292 -0.791
C 0.462 -1.207 1.388 1.065 -1.356 -2.372
C 0.364 -0.347 -1.100 0.691 -0.575 0.681
C -0.879 1.361 0.183 0.174 -4.516 0.432
C -0.699 -1.072 -1.805 1.376 -0.576 -0.810
C -1.530 2.769 -1.438 -2.295 -0.594 2.321
C 3.101 -2.259 0.774 -2.919 -0.897 -1.147
O 0.198 0.908 -0.709 -0.515 3.329 0.437
O -0.243 -0.448 3.376 -0.040 0.269 2.370
O -0.944 1.865 2.569 -0.237 -0.178 0.950
O -1.260 2.610 -0.003 1.206 1.830 -1.546
Se 2.157 -1.234 2.161 0.695 -0.042 0.330
H -1.649 -0.773 1.885 2.042 0.996 -0.389
H 0.829 1.256 1.488 -2.243 0.071 0.530
H 0.283 -2.186 1.007 -0.775 -0.453 -0.177
H 1.362 -0.429 -1.466 0.721 -0.374 -0.094
H -1.715 0.619 -0.042 0.365 0.925 0.310
H -1.504 -0.911 -1.195 -2.563 -0.802 1.573
H -0.344 -2.115 -1.898 -0.791 0.396 -0.062
H -1.072 -0.660 -2.751 0.732 0.031 -0.384
H -2.117 1.821 -1.542 -0.515 1.285 -1.141
H -0.704 2.662 -2.081 1.319 0.329 -0.350
H -2.040 3.746 -1.450 -0.016 -0.750 -0.696
H 2.456 -3.131 0.330 0.870 1.704 0.933
H 3.267 -1.532 -0.016 0.619 -0.339 -0.102
H 3.928 -2.740 1.220 1.187 -0.019 0.299
H -0.628 0.231 3.993 0.208 -0.641 -1.631
H -1.220 2.665 2.169 -0.496 1.536 -0.421
```
Positions in Å, forces in eV/Å.

---

This record from OMol25 describes the molecule C8H16OSi. The level of theory is ωB97M-V with the def2-TZVPD basis set.

Summary:
ΔE to the lowest compared entry with this formula, charge and spin: 261.45 kJ/mol
maximum force: 3.835 eV/Å
LUMO energy: 0.021 Eh
gap between HOMO and LUMO: 9.73 eV
HOMO: -0.337 Ha
molecular weight: 156.30 u
SMILES: CC[C@H](C)[Si](C)(C)C#CO

The geometry in XYZ format:
```
26
Properties=species:S:1:pos:R:3:forces:R:3
C 2.275 -0.008 0.014 -2.199 1.480 -0.815
C 3.408 -0.253 0.303 0.439 -0.051 0.623
C -2.017 -1.947 -0.756 1.151 -0.047 3.658
C -0.622 0.286 2.190 2.157 0.379 0.904
C 0.229 2.490 -0.302 3.327 -0.708 0.331
C 0.322 0.447 -2.363 0.893 -2.931 0.863
C -1.891 -0.957 0.570 -1.789 -0.196 -1.645
C -0.445 -0.524 0.865 -1.401 0.563 0.513
O 4.590 -0.571 0.756 0.182 0.900 -0.107
Si 0.518 0.602 -0.423 1.025 -0.926 -0.691
H -1.556 -2.879 -0.300 -0.181 0.766 -1.143
H -1.336 -1.485 -1.494 -0.886 -0.650 -0.111
H -3.048 -2.260 -1.010 0.611 0.790 -0.288
H -1.281 1.187 2.142 0.440 -0.767 -0.284
H -1.022 -0.395 2.985 0.343 0.619 -0.578
H 0.431 0.643 2.530 -1.754 -0.433 -0.258
H -0.419 2.823 -1.042 -2.149 0.357 -0.851
H 0.057 2.831 0.711 -0.184 0.425 -0.077
H 1.162 2.998 -0.756 -0.782 -0.884 1.239
H -0.660 0.727 -2.577 -1.983 0.309 -0.378
H 0.898 1.219 -2.831 0.850 0.204 -0.226
H 0.483 -0.606 -2.864 -0.030 2.140 1.048
H -2.484 -0.005 0.347 0.531 -1.167 0.382
H -2.368 -1.428 1.520 0.758 0.601 -1.689
H 0.131 -1.432 1.136 0.086 0.578 -0.461
H 4.645 -1.505 0.650 0.546 -1.350 0.040
```
Positions in Å, forces in eV/Å.